(1)
Formula: C4H5FN2O
Source: the OMol25 dataset
Level of theory: wB97M-V/def2-TZVPD

Structure (XYZ):
```
13
Properties=species:S:1:pos:R:3:nbo_charge:R:1
C 1.88051 -1.64679 -1.19163 -0.671
C 0.90892 -0.71778 -0.64444 0.355
C 0.05098 0.73734 0.70847 0.407
C -0.94615 0.17646 0.02682 0.263
H 1.73653 -2.57768 -0.56503 0.234
H 2.86722 -1.23856 -0.85180 0.263
H 1.62548 -1.72207 -2.32384 0.231
H -2.26424 1.91495 -0.12036 0.405
H -1.16975 -1.35942 -1.33359 0.442
N 1.28320 0.23648 0.30235 -0.479
N -0.44067 -0.68553 -0.89435 -0.548
O -2.28585 0.34623 0.02960 -0.599
F -0.19687 1.56233 1.74518 -0.305
```

## Properties
Energy above the lowest of the compared OMol25 structures with the same formula, charge and spin ... 93.8 kcal/mol
E_LUMO ... -0.0493 Eh
Strongest force on any atom ... 0.11185 Eh/bohr
Charge ... 0

=====

(2)
Formula: C3H2Br2O
Source: the OMol25 dataset
Level of theory: wB97M-V/def2-TZVPD

Structure (XYZ):
```
8
Properties=species:S:1:pos:R:3:nbo_charge:R:1
C -1.00614 0.46772 0.14507 0.792
C 0.12284 -0.22711 0.30817 -0.497
C 1.33338 0.13014 -0.26288 -0.129
O -1.49684 1.53669 0.18697 -0.337
Br -3.67480 -0.80631 -0.07684 -0.570
Br 2.83947 -0.87883 -0.05721 0.197
H 0.27793 -1.23170 0.65727 0.294
H 1.60415 1.00942 -0.90055 0.249
```

## Properties
Energy above the lowest of the compared OMol25 structures with the same formula, charge and spin ... 54.6 kcal/mol
E_LUMO (spin up / spin down) ... -0.0863 / -0.0974 Eh
Strongest force on any atom ... 0.14256 Eh/bohr
Charge ... 0

=====

(3)
Formula: C16H34NO14P3
Source: the OMol25 dataset
Level of theory: wB97M-V/def2-TZVPD

Structure (XYZ):
```
68
Properties=species:S:1:pos:R:3:nbo_charge:R:1
C -1.75436 -0.97328 -0.51703 -0.281
O -2.60214 0.11548 -0.84189 -0.659
P -2.26755 0.84111 -2.37633 2.251
O -0.99554 1.45075 -1.76734 -1.002
O -3.53353 1.87753 -2.18897 -0.800
C -3.77093 2.49480 -0.93767 -0.248
O -1.93304 1.56669 -3.91078 -0.765
C -1.18135 2.76673 -3.96841 -0.216
H -2.24350 -1.58208 0.24598 0.194
H -1.56815 -1.59067 -1.40093 0.204
H -0.80810 -0.59950 -0.11777 0.200
H -2.84124 2.69351 -0.39956 0.198
H -4.42343 1.85537 -0.33772 0.186
H -4.28458 3.44343 -1.11045 0.187
H -0.11796 2.55127 -3.84198 0.189
H -1.52149 3.48372 -3.21542 0.180
H -1.32144 3.21180 -4.95707 0.181
C 3.31340 0.12931 -0.25478 -0.273
O 3.61934 -0.37471 1.03441 -0.673
P 3.76502 -2.09711 1.10591 2.253
O 2.23909 -2.19382 0.95515 -0.994
O 4.16909 -2.02052 2.70054 -0.795
C 3.47942 -1.14195 3.56979 -0.248
O 3.91079 -3.81947 1.17742 -0.755
C 2.82862 -4.59368 1.66524 -0.217
H 3.59704 1.18288 -0.29496 0.192
H 3.86815 -0.41914 -1.02197 0.176
H 2.23956 0.04520 -0.44003 0.209
H 2.43124 -1.02739 3.28419 0.198
H 3.97772 -0.16919 3.56973 0.185
H 3.52339 -1.55000 4.58229 0.190
H 2.06021 -4.69379 0.89534 0.191
H 2.40756 -4.15666 2.57545 0.179
H 3.20202 -5.59328 1.90294 0.183
C 4.19972 5.25790 7.61516 -0.272
O 4.99186 4.92394 6.48794 -0.674
P 4.11764 4.87805 4.99574 2.253
O 3.46117 3.57066 5.46510 -0.993
O 5.50192 4.54680 4.16748 -0.794
C 6.43975 3.62242 4.68626 -0.248
O 3.24348 4.83225 3.50356 -0.752
C 2.83047 3.58491 2.97250 -0.218
H 4.85617 5.61794 8.40985 0.191
H 3.48327 6.04457 7.36026 0.178
H 3.66850 4.37120 7.97027 0.202
H 5.95293 2.81941 5.24441 0.197
H 7.14946 4.15014 5.32842 0.184
H 6.99229 3.18345 3.85223 0.189
H 1.94336 3.22654 3.49959 0.192
H 3.63522 2.84578 3.02568 0.178
H 2.56445 3.73071 1.92220 0.186
O -2.38520 -3.50747 -2.56559 -0.559
C -2.60927 -3.78285 -3.87474 0.602
O -3.36076 -4.96745 -4.32207 -0.501
C -4.03660 -4.59902 -5.57928 -0.141
C -5.48060 -3.91757 -5.20653 -0.010
C -5.74295 -2.29284 -4.97431 -0.285
C -7.28139 -1.83206 -4.64736 0.029
N -8.50413 -2.69955 -4.53997 -0.429
C -8.23871 -4.16834 -4.71464 0.025
C -6.81132 -4.90398 -5.04343 -0.272
H -2.19011 -2.99692 -4.66205 0.161
H -4.27367 -5.61043 -6.14783 0.230
H -3.38068 -3.88976 -6.26217 0.210
H -4.84970 -1.53399 -5.04172 0.240
H -7.45026 -0.65924 -4.49663 0.229
H -9.18637 -4.89062 -4.63510 0.225
H -6.71328 -6.06791 -5.15658 0.245
```

## Properties
E_LUMO ... -0.1063 Eh
Strongest force on any atom ... 0.19256 Eh/bohr
Charge ... 0

=====

(4)
Formula: C5H5NO
Source: the OMol25 dataset
Level of theory: wB97M-V/def2-TZVPD

Structure (XYZ):
```
12
Properties=species:S:1:pos:R:3:nbo_charge:R:1
N -2.25611 -2.01162 -0.15063 -0.296
C -1.65334 -1.07801 -0.48015 0.251
C -0.79530 0.08656 -0.79978 0.003
O -0.90930 1.16469 0.15432 -0.486
C 0.50542 1.07832 0.40319 0.091
C 0.86004 -0.23249 1.01105 -0.439
C 0.68610 -0.10399 -0.48239 -0.268
H -0.98054 0.45453 -1.81492 0.227
H 1.07239 1.99863 0.44500 0.210
H 1.88975 -0.30984 1.34558 0.234
H 0.11107 -0.78744 1.57874 0.239
H 1.46983 -0.25934 -1.21003 0.234
```

## Properties
Energy above the lowest of the compared OMol25 structures with the same formula, charge and spin ... 60.5 kcal/mol
E_LUMO ... 0.0318 Eh
Strongest force on any atom ... 0.02791 Eh/bohr
Charge ... 0

=====

(5)
Formula: C2H2N2O3
Source: the OMol25 dataset
Level of theory: wB97M-V/def2-TZVPD

Structure (XYZ):
```
9
Properties=species:S:1:pos:R:3:nbo_charge:R:1
C -0.01788 0.65342 0.63046 0.752
C 0.38923 -0.54976 -0.86735 0.685
H 0.57428 1.98685 1.94709 0.512
H -0.61690 -1.98870 -0.10096 0.399
N 0.98153 0.51461 -0.02668 -0.522
N -0.76156 -0.91938 -0.37983 -0.310
O -0.31363 1.61733 1.54352 -0.660
O 0.88430 -1.18315 -1.78003 -0.574
O -1.03633 -0.15751 0.53911 -0.282
```

## Properties
Energy above the lowest of the compared OMol25 structures with the same formula, charge and spin ... 72.2 kcal/mol
E_LUMO ... 0.0087 Eh
Strongest force on any atom ... 0.20575 Eh/bohr
Charge ... 0

=====

(6)
Formula: C5H9N3
Source: the OMol25 dataset
Level of theory: wB97M-V/def2-TZVPD

Structure (XYZ):
```
17
Properties=species:S:1:pos:R:3:lowdin_spin:R:1
C 0.97625 1.83589 0.27342 0.006
C 0.65064 1.44136 -0.95639 0.000
C 1.27250 0.54812 1.07892 0.002
C 1.12296 -0.48837 0.08157 0.011
C -2.58834 -1.34200 0.47519 0.694
N 0.85086 0.09144 -1.19829 0.024
N 1.39594 -1.71153 0.34034 0.000
N -1.84512 -0.73493 -0.33325 1.021
H 1.03727 2.91139 0.59830 0.000
H 0.26005 2.11221 -1.65441 0.000
H -3.66924 -1.21661 0.41980 0.109
H 2.27039 0.70478 1.55561 0.000
H -2.19649 -2.37100 0.80961 0.083
H 0.84791 -0.20929 -2.13948 0.001
H 1.26496 -2.30893 -0.45916 0.000
H -2.07780 0.15516 -0.75423 0.047
H 0.42726 0.58229 1.86244 0.001
```

## Properties
Energy above the lowest of the compared OMol25 structures with the same formula, charge and spin ... 27.6 kcal/mol
E_LUMO (spin up / spin down) ... 0.0312 / -0.0674 Eh
Strongest force on any atom ... 0.12803 Eh/bohr
Spin multiplicity ... 3
Charge ... 0